(1)
{
  "formula": "C20H28CoF6GeN2PSe2Te2",
  "method": "ωB97M-V with the def2-TZVPD basis set",
  "elements": ["Co", "C", "C", "C", "C", "C", "C", "N", "N", "C", "C", "C", "C", "C", "C", "H", "H", "H", "H", "H", "H", "H", "H", "H", "Se", "Te", "Te", "Se", "F", "P", "F", "F", "F", "F", "F", "C", "C", "C", "C", "Ge", "C", "C", "C", "C", "H", "H", "H", "H", "H", "H", "H", "H", "H", "H", "H", "H", "H", "H", "H", "H", "H", "H", "H"],
  "positions_angstrom": [[1.89035, 0.43914, -0.46370], [-1.09256, 0.24386, 4.27504], [0.17879, -0.19287, 4.64246], [1.22743, -0.13833, 3.74287], [0.99643, 0.36547, 2.47015], [-0.25976, 0.79100, 2.09358], [-1.31131, 0.73355, 2.99794], [2.05641, 0.48327, 1.48924], [3.20928, 0.40401, 1.93323], [4.17513, 0.45645, 0.90733], [5.51025, 0.36117, 1.26875], [6.46923, 0.37442, 0.27128], [6.06841, 0.50285, -1.05351], [4.72372, 0.60496, -1.40723], [3.76052, 0.57533, -0.41793], [-1.90662, 0.20091, 4.98673], [0.35333, -0.57626, 5.63942], [2.21522, -0.48534, 4.00988], [-0.40901, 1.20165, 1.10360], [-2.29409, 1.07954, 2.70090], [5.76755, 0.26459, 2.31665], [7.51794, 0.28193, 0.51860], [6.81562, 0.52040, -1.83748], [4.46031, 0.70275, -2.44913], [1.50511, -0.07256, -2.67515], [1.09434, 1.97947, -4.00889], [2.44972, 3.68758, -2.40305], [1.49112, 2.69626, -0.33458], [2.04554, -1.51455, -0.10643], [2.17781, -3.18771, -0.65418], [2.27120, -4.68365, -1.14957], [3.38636, -3.32877, 0.36542], [3.17948, -2.65475, -1.77629], [0.94135, -2.86608, -1.63650], [1.14086, -3.54371, 0.50816], [-4.47145, -1.77172, -0.33006], [-3.43161, -2.22452, -1.35596], [-2.09537, -2.63575, -0.72679], [-1.32236, -1.47194, -0.09266], [-0.75001, -0.21041, -1.45738], [-1.79431, 1.40388, -1.68413], [-2.31470, 2.11262, -0.43468], [-3.29606, 3.23951, -0.76469], [-4.58742, 2.75276, -1.41752], [-5.44243, -1.59830, -0.79823], [-4.17862, -0.83900, 0.16268], [-4.60519, -2.52903, 0.44733], [-3.26263, -1.41921, -2.07867], [-3.82490, -3.06938, -1.92369], [-1.46965, -3.12664, -1.46980], [-2.28036, -3.37392, 0.06119], [-0.45873, -1.82783, 0.46675], [-1.94272, -0.89111, 0.59676], [-1.00724, -0.87504, -2.81702], [-2.61873, 0.99816, -2.27864], [-1.23915, 2.10248, -2.31438], [-1.47746, 2.54112, 0.11920], [-2.81916, 1.39656, 0.22859], [-2.79945, 3.96396, -1.41736], [-3.53993, 3.76324, 0.16176], [-4.40869, 2.32132, -2.40397], [-5.29551, 3.57269, -1.54593], [-5.07164, 1.98949, -0.80031]],
  "forces_ev_per_a": [[0.722, -0.120, 0.609], [0.081, -0.020, 0.014], [-0.065, 0.025, -0.014], [0.117, -0.081, 0.063], [0.379, 0.150, -0.441], [-0.187, 0.115, -0.038], [0.014, 0.013, -0.035], [-0.522, -0.212, 0.399], [0.470, 0.074, -0.379], [-0.045, -0.008, 0.503], [0.175, -0.029, 0.040], [-0.071, 0.036, -0.007], [0.029, 0.024, -0.009], [-0.011, 0.055, -0.006], [-0.218, 0.045, 0.239], [0.009, -0.012, -0.006], [-0.020, -0.021, -0.029], [-0.009, 0.016, 0.008], [-0.008, -0.040, 0.033], [0.031, -0.007, 0.016], [0.004, -0.010, -0.052], [-0.009, 0.020, -0.010], [-0.008, -0.013, 0.008], [-0.048, -0.006, -0.062], [0.131, -0.179, 0.606], [-0.027, 0.450, -0.436], [0.046, -0.150, -0.074], [0.013, 0.073, 0.034], [-0.215, 0.008, -0.018], [0.233, -0.254, -0.044], [0.018, -0.064, -0.001], [0.092, 0.011, 0.148], [0.101, 0.149, -0.141], [-0.203, 0.153, -0.093], [-0.109, 0.044, 0.116], [0.038, 0.014, -0.013], [0.054, 0.043, 0.242], [-0.118, 0.161, 0.013], [0.324, -0.140, 0.466], [-0.335, -0.424, -1.791], [-0.086, 0.501, 0.431], [-0.114, 0.006, -0.133], [-0.064, -0.098, -0.020], [0.003, 0.011, 0.025], [0.045, 0.006, 0.008], [-0.011, -0.064, -0.019], [-0.001, 0.033, -0.037], [-0.028, -0.059, -0.073], [-0.010, -0.005, -0.010], [0.055, 0.003, -0.002], [-0.008, 0.009, -0.029], [-0.093, -0.057, 0.036], [0.040, -0.065, -0.031], [-0.502, -0.331, 0.007], [-0.015, 0.148, -0.014], [-0.125, -0.036, 0.007], [-0.019, 0.007, -0.026], [0.052, 0.017, -0.011], [-0.002, 0.007, 0.025], [-0.003, 0.062, 0.015], [-0.006, 0.003, 0.026], [0.016, -0.014, 0.001], [0.025, 0.027, -0.031]],
  "lumo_ev": -1.6,
  "homo_lumo_gap_ev": 6.3,
  "de_lowest_kj_mol": 0.0,
  "e_tot_ev": -289195.6820
}

---

(2)
{
  "formula": "C20H28CrNO2S",
  "method": "ωB97M-V with the def2-TZVPD basis set",
  "elements": ["O", "C", "C", "H", "H", "C", "H", "H", "C", "H", "H", "H", "C", "H", "H", "H", "Cr", "C", "C", "C", "H", "C", "C", "H", "H", "H", "H", "C", "C", "C", "H", "C", "C", "H", "H", "H", "H", "O", "C", "C", "H", "H", "C", "H", "H", "C", "H", "H", "H", "H", "S", "C", "N"],
  "positions_angstrom": [[-0.26398, -0.02397, -5.43634], [-0.15792, 1.02934, -6.50552], [0.11588, 0.08740, -7.66655], [0.72091, 1.65249, -6.26366], [-1.07302, 1.62746, -6.70399], [0.01711, -0.94984, -6.52680], [1.11000, 0.22270, -8.10831], [-0.65607, 0.11854, -8.44383], [1.33698, -1.68444, -6.45307], [2.16903, -1.06946, -6.10644], [1.57422, -2.00266, -7.47485], [1.27044, -2.57842, -5.83244], [-1.13353, -1.89549, -6.70400], [-2.05538, -1.31251, -6.67176], [-1.09958, -2.62316, -5.88837], [-1.03811, -2.38465, -7.67885], [-0.52800, -0.94867, -0.99812], [-2.42838, -1.38087, -0.07169], [-2.31376, 0.04790, 0.00147], [-2.09308, 0.56010, -1.33690], [-2.46478, 0.61931, 0.91927], [-2.22060, -0.54321, -2.25122], [-2.44581, -1.73817, -1.47411], [-2.61143, -2.74287, -1.86184], [-2.53007, -2.07351, 0.77096], [-1.99306, 1.59486, -1.68498], [-2.27404, -0.43889, -3.33557], [0.83476, -2.75148, -0.03192], [0.08212, -3.24812, -1.12766], [0.42820, -2.49996, -2.29950], [-0.57422, -4.11286, -1.08593], [1.37256, -1.47984, -1.91779], [1.61488, -1.64336, -0.49076], [2.33972, -1.09940, 0.10872], [0.91803, -3.24997, 0.92951], [0.10281, -2.70264, -3.31650], [1.88933, -0.81598, -2.60634], [2.26664, 2.35625, -4.07884], [1.24023, 1.89324, -3.14887], [-0.05844, 2.63137, -3.52867], [1.56513, 2.12024, -2.10349], [1.14292, 0.78147, -3.19512], [0.44731, 3.96896, -4.10468], [-0.71374, 2.77957, -2.67629], [-0.60248, 2.02371, -4.26450], [1.83956, 3.59386, -4.68191], [0.56616, 4.67007, -3.26457], [-0.22379, 4.45295, -4.82303], [2.61323, 4.35313, -4.49129], [1.74632, 3.42616, -5.77536], [1.28204, 1.95389, 2.20534], [0.67251, 1.03422, 1.07529], [0.27461, 0.39543, 0.13588]],
  "forces_ev_per_a": [[0.253, 1.044, -2.668], [0.269, 1.226, 0.718], [-0.137, 0.584, 0.895], [-0.679, 0.008, -0.022], [0.430, -0.256, 0.874], [0.417, -1.204, -1.012], [-0.277, -0.225, 0.109], [0.130, -0.371, 0.265], [0.200, -0.473, 0.213], [-0.177, 0.142, 0.076], [0.004, -0.107, 0.156], [0.104, 0.041, 0.188], [0.016, -0.091, 0.102], [-0.104, -0.232, 0.006], [-0.337, -0.050, -0.145], [-0.114, -0.158, 0.196], [0.307, 2.165, 0.525], [-1.911, 0.406, -0.665], [-0.307, -0.776, -1.026], [-1.951, -0.546, -0.300], [0.761, -0.127, -0.371], [-1.357, 0.199, 0.557], [-0.869, 0.324, 0.163], [0.187, 0.392, 0.091], [-0.018, 0.419, -0.442], [0.041, -0.595, 0.605], [0.334, -0.193, 0.356], [0.922, 0.051, -0.775], [1.169, -0.554, -0.590], [0.931, -0.529, 0.591], [0.024, 0.263, -0.071], [0.563, -1.451, 0.818], [0.833, -1.865, -1.069], [-0.374, -0.001, -0.235], [-0.236, 0.429, -0.007], [-0.159, 0.203, 0.269], [-0.155, -0.190, 0.374], [-1.001, 0.257, 0.106], [0.163, -0.177, 0.582], [0.357, -0.298, -0.384], [-0.240, 0.027, -0.688], [0.032, 1.122, -0.325], [0.555, -0.182, 0.637], [0.085, 0.003, 0.077], [0.109, 0.305, 0.176], [-0.278, -0.335, -0.192], [0.057, -0.117, -0.241], [0.180, -0.273, -0.028], [-0.278, -0.119, -0.115], [0.237, 0.186, 0.407], [0.656, 1.089, 1.618], [-1.530, -2.494, -4.367], [2.166, 3.100, 3.988]],
  "lumo_ev": [2.5, 2.5],
  "homo_lumo_gap_ev": [4.5, 6.3],
  "de_lowest_kj_mol": 69.8,
  "e_tot_ev": -66033.4279,
  "multiplicity": 5,
  "s2": 6.026,
  "charge": -1
}

---

(3)
{
  "formula": "C20H28N2O3",
  "method": "ωB97M-V with the def2-TZVPD basis set",
  "elements": ["C", "C", "C", "C", "C", "N", "C", "C", "C", "C", "O", "N", "C", "C", "C", "C", "O", "C", "C", "C", "C", "C", "C", "C", "O", "H", "H", "H", "H", "H", "H", "H", "H", "H", "H", "H", "H", "H", "H", "H", "H", "H", "H", "H", "H", "H", "H", "H", "H", "H", "H", "H", "H"],
  "positions_angstrom": [[0.26748, 6.42695, 0.42037], [1.69227, 5.93935, 0.18639], [2.56800, 6.01672, 1.43742], [2.01809, 5.20199, 2.61741], [1.79001, 3.78772, 2.23836], [0.64659, 3.20253, 2.13909], [0.93045, 1.91349, 1.74624], [0.10948, 0.82853, 1.48107], [0.72383, -0.35295, 1.09238], [-0.08615, -1.59696, 0.88436], [0.11249, -2.58846, 1.56212], [-1.06814, -1.53668, -0.04919], [-1.16927, -0.54315, -1.09218], [-0.76502, -1.15933, -2.43351], [-1.62812, -2.37866, -2.74515], [-1.54269, -3.39588, -1.59790], [-2.44634, -4.46931, -1.72799], [-2.09636, -5.50043, -2.62945], [-2.84113, -5.41664, -3.96619], [-4.34702, -5.52093, -3.76246], [-1.89596, -2.69923, -0.27532], [2.11620, -0.45178, 0.99401], [2.94713, 0.62278, 1.24875], [2.33112, 1.80104, 1.62348], [2.86415, 3.00740, 1.94332], [0.27168, 7.41797, 0.86932], [-0.26787, 5.74435, 1.07463], [-0.26883, 6.48155, -0.52410], [2.15933, 6.54579, -0.59356], [1.66193, 4.90842, -0.17357], [3.56730, 5.65018, 1.19227], [2.65897, 7.05774, 1.75368], [2.73962, 5.23569, 3.43692], [1.07116, 5.61333, 2.96212], [-0.96033, 0.90340, 1.59069], [-2.20813, -0.19710, -1.14402], [-0.52710, 0.30624, -0.86065], [-0.86894, -0.41418, -3.22357], [0.28467, -1.45824, -2.38229], [-2.67185, -2.07988, -2.86518], [-1.29330, -2.83660, -3.67745], [-0.50998, -3.77829, -1.53272], [-2.37212, -6.43766, -2.13226], [-1.01194, -5.50669, -2.79963], [-2.60695, -4.47438, -4.46326], [-2.48987, -6.23117, -4.60311], [-4.60774, -6.49185, -3.34805], [-4.87291, -5.39258, -4.70555], [-4.67603, -4.75361, -3.06677], [-2.94715, -2.39720, -0.31153], [-1.75025, -3.39152, 0.55465], [2.54271, -1.40359, 0.71690], [4.01945, 0.54665, 1.17009]],
  "forces_ev_per_a": [[0.192, -0.127, -0.115], [0.013, 0.168, 0.136], [-0.060, -0.117, -0.136], [0.384, 0.077, -0.150], [-0.730, 0.004, 0.200], [-0.224, 0.625, 0.222], [1.030, -0.403, -0.211], [0.242, 0.064, 0.020], [0.123, 0.022, 0.190], [0.015, 0.122, 0.110], [0.204, -0.184, 0.095], [-0.246, -0.035, -0.083], [0.283, 0.246, -0.399], [-0.255, 0.058, 0.092], [0.255, -0.272, 0.127], [0.009, 0.401, 0.018], [-0.150, 0.125, 0.109], [0.046, -0.140, -0.328], [-0.055, 0.048, 0.419], [0.207, 0.065, -0.101], [-0.010, -0.637, 0.036], [-0.159, -0.056, -0.035], [0.211, 0.361, 0.079], [-1.138, -0.613, -0.116], [0.457, 0.183, -0.005], [-0.061, 0.137, 0.063], [-0.139, -0.021, 0.077], [-0.122, 0.026, -0.033], [0.022, -0.093, -0.034], [0.057, -0.030, -0.091], [0.040, 0.083, 0.052], [0.070, 0.018, 0.010], [-0.080, 0.025, 0.061], [0.022, -0.113, 0.045], [-0.165, 0.008, -0.019], [0.041, 0.061, 0.009], [-0.169, -0.083, -0.044], [0.061, 0.021, -0.026], [0.070, 0.069, -0.011], [-0.087, -0.022, -0.027], [-0.074, -0.014, -0.041], [-0.104, 0.035, 0.041], [0.102, 0.029, -0.073], [-0.039, -0.005, 0.070], [0.095, -0.016, -0.050], [0.068, 0.010, -0.046], [-0.094, -0.114, 0.053], [-0.123, -0.009, -0.039], [-0.116, 0.058, 0.043], [-0.009, 0.009, -0.017], [-0.088, 0.091, -0.122], [0.050, -0.096, 0.003], [0.124, -0.047, -0.025]],
  "lumo_ev": 0.8,
  "smiles": "CCCCc1nc2cc(C(=O)N3CCC[C@H](OCCC)C3)ccc2o1",
  "homo_lumo_gap_ev": 9.6,
  "de_lowest_kj_mol": 108.2,
  "e_tot_ev": -30317.9947
}

---

(4)
{
  "formula": "C20H28N2O3S",
  "method": "ωB97M-V with the def2-TZVPD basis set",
  "elements": ["O", "C", "N", "C", "C", "C", "C", "C", "C", "C", "C", "C", "C", "C", "N", "S", "O", "O", "C", "C", "C", "C", "C", "C", "C", "C", "H", "H", "H", "H", "H", "H", "H", "H", "H", "H", "H", "H", "H", "H", "H", "H", "H", "H", "H", "H", "H", "H", "H", "H", "H", "H", "H", "H"],
  "positions_angstrom": [[-3.19134, -3.14354, -0.86605], [-2.33455, -2.43165, -0.38228], [-2.60489, -1.31020, 0.31114], [-3.94153, -0.81013, 0.52459], [-4.19594, 0.49246, -0.25057], [-3.11828, 1.51209, 0.02575], [-3.00083, 2.10577, 1.20588], [-1.92621, 3.08858, 1.55404], [-1.22986, 3.62200, 0.30625], [-0.88330, 2.45471, -0.61056], [-2.16889, 1.79793, -1.10527], [-0.84219, -2.75768, -0.49016], [-0.24862, -3.00060, 0.90346], [1.25815, -3.23029, 0.80741], [1.91611, -2.11660, 0.15051], [2.01256, -0.73413, 1.10322], [0.82721, 0.08639, 1.02920], [2.43272, -1.15329, 2.40605], [3.35703, 0.12017, 0.28999], [3.15730, 1.35415, -0.29689], [4.22302, 1.98634, -0.91797], [5.46755, 1.37754, -0.94202], [5.65604, 0.13921, -0.34610], [4.59390, -0.49544, 0.27527], [1.41905, -1.88369, -1.18930], [-0.09033, -1.63938, -1.22181], [-1.85291, -0.73160, 0.65450], [-4.63089, -1.58955, 0.19291], [-4.08293, -0.63348, 1.59537], [-5.17310, 0.87755, 0.04729], [-4.22708, 0.27027, -1.31803], [-3.69936, 1.87313, 1.99946], [-2.35301, 3.91105, 2.13430], [-1.19188, 2.58637, 2.19365], [-0.32852, 4.17006, 0.58794], [-1.89514, 4.31146, -0.21919], [-0.28950, 2.79637, -1.46218], [-0.29564, 1.72736, -0.04652], [-1.94137, 0.86928, -1.63531], [-2.67021, 2.45953, -1.82149], [-0.76184, -3.68259, -1.07232], [-0.41329, -2.13191, 1.54356], [-0.72989, -3.86505, 1.36368], [1.48241, -4.13579, 0.23527], [1.70007, -3.31268, 1.80098], [2.17689, 1.80213, -0.25568], [4.08195, 2.95150, -1.38019], [6.29705, 1.87176, -1.42536], [6.62892, -0.32780, -0.36513], [4.70216, -1.45465, 0.75500], [1.68004, -2.76115, -1.79014], [1.95343, -1.01802, -1.58900], [-0.42872, -1.58200, -2.25823], [-0.28154, -0.68226, -0.73891]],
  "forces_ev_per_a": [[-0.292, -0.256, -0.205], [0.610, -0.264, -0.103], [-0.029, 0.429, 0.257], [-0.315, 0.061, -0.176], [-0.018, -0.160, 0.295], [-0.179, -0.040, -0.221], [0.080, 0.027, 0.133], [0.086, 0.155, -0.087], [0.139, -0.140, 0.137], [-0.149, 0.175, -0.169], [0.277, 0.102, 0.126], [-0.183, 0.116, 0.059], [0.173, -0.181, -0.155], [-0.300, -0.214, 0.636], [0.406, 0.812, 0.595], [0.406, -0.138, -0.285], [0.189, 0.058, -0.164], [0.161, -0.215, 0.059], [-0.466, -0.216, 0.144], [-0.196, 0.052, 0.041], [0.027, 0.000, 0.017], [-0.024, 0.052, -0.025], [-0.051, -0.078, 0.068], [0.163, -0.070, 0.029], [-0.286, 0.388, -0.506], [0.113, -0.164, -0.067], [0.071, -0.110, -0.025], [0.059, 0.077, 0.135], [-0.053, -0.021, -0.080], [-0.047, -0.004, -0.067], [-0.057, -0.009, -0.034], [-0.179, -0.127, 0.062], [0.045, -0.036, 0.045], [0.013, 0.092, 0.086], [-0.027, 0.067, -0.017], [0.003, 0.073, -0.017], [0.054, -0.042, 0.004], [0.032, 0.012, -0.072], [-0.067, -0.028, -0.045], [-0.008, -0.079, -0.091], [-0.120, 0.080, 0.053], [-0.087, -0.085, 0.066], [-0.033, 0.024, 0.054], [0.059, 0.075, 0.014], [-0.064, -0.244, -0.071], [-0.121, 0.095, -0.040], [-0.024, 0.075, -0.031], [0.066, 0.037, -0.044], [0.070, -0.050, 0.011], [0.122, -0.143, 0.021], [0.063, 0.078, 0.038], [-0.029, -0.115, -0.205], [-0.023, 0.039, -0.014], [-0.064, -0.022, -0.169]],
  "lumo_ev": 0.5,
  "smiles": "O=C(NCCC1=CCCCC1)C1CCN(S(=O)(=O)c2ccccc2)CC1",
  "homo_lumo_gap_ev": 9.3,
  "de_lowest_kj_mol": 2.0,
  "e_tot_ev": -41152.8427
}